{"formula": "C48H70F6N2O19S", "method": "ωB97M-V with the def2-TZVPD basis set", "elements": ["C", "C", "C", "C", "C", "C", "C", "C", "C", "C", "C", "C", "C", "C", "C", "C", "C", "C", "C", "C", "C", "C", "C", "C", "C", "O", "C", "C", "C", "N", "S", "N", "C", "C", "H", "H", "H", "H", "H", "H", "H", "H", "H", "H", "H", "H", "H", "H", "H", "H", "H", "H", "H", "H", "H", "H", "H", "H", "H", "H", "H", "H", "H", "H", "H", "H", "H", "H", "H", "H", "H", "H", "H", "H", "H", "H", "H", "H", "H", "H", "H", "H", "H", "H", "H", "H", "C", "C", "O", "C", "O", "O", "F", "H", "H", "H", "C", "C", "O", "C", "O", "O", "F", "H", "H", "H", "C", "C", "O", "C", "O", "O", "F", "H", "H", "H", "C", "C", "O", "C", "O", "O", "F", "H", "H", "H", "C", "C", "O", "C", "O", "O", "F", "H", "H", "H", "C", "C", "O", "C", "O", "O", "F", "H", "H", "H"], "xyz": [[12.44, -5.31, -2.60], [12.36, -4.46, -1.23], [12.78, -2.90, -1.43], [11.93, -1.97, -0.44], [12.20, -0.39, -0.59], [10.97, 0.39, -1.31], [11.20, 1.98, -1.39], [10.68, 2.79, -0.09], [9.11, 2.62, 0.21], [8.16, 3.58, -0.70], [6.78, 3.82, 0.15], [5.47, 3.79, -0.77], [4.17, 4.48, -0.10], [2.85, 3.52, -0.08], [1.48, 4.37, -0.24], [0.83, 4.23, -1.73], [-0.35, 3.14, -1.63], [-1.62, 3.41, -2.57], [-2.97, 2.73, -1.96], [-3.50, 1.47, -2.82], [-3.26, 0.05, -2.14], [-4.26, -1.18, -2.28], [-3.99, -2.59, -1.63], [-5.02, -3.80, -1.80], [-5.07, -4.78, -0.51], [-5.05, -4.07, 0.75], [-4.41, -4.84, 1.80], [-3.80, -3.84, 2.93], [-2.67, -2.77, -0.81], [-2.10, -3.92, -0.14], [-0.60, -3.47, 0.59], [-0.43, -1.82, 0.18], [-1.64, -1.60, -0.58], [-1.98, -0.22, -1.26], [11.78, -6.27, -2.56], [12.04, -4.68, -3.49], [13.50, -5.69, -2.85], [11.29, -4.51, -0.82], [13.03, -4.99, -0.47], [13.92, -2.86, -1.28], [12.59, -2.67, -2.55], [12.09, -2.36, 0.64], [10.82, -2.14, -0.69], [12.27, 0.04, 0.48], [13.20, -0.15, -1.09], [10.96, 0.00, -2.40], [9.96, 0.07, -0.86], [12.30, 2.16, -1.62], [10.60, 2.37, -2.30], [11.02, 3.89, -0.15], [11.23, 2.33, 0.82], [8.74, 1.55, 0.08], [8.95, 2.98, 1.30], [8.75, 4.56, -0.84], [7.96, 3.08, -1.72], [6.72, 2.92, 0.87], [6.92, 4.77, 0.77], [5.66, 4.35, -1.76], [5.22, 2.69, -0.98], [4.46, 4.83, 0.95], [3.84, 5.43, -0.67], [2.83, 3.06, 0.98], [2.92, 2.64, -0.80], [0.77, 3.97, 0.58], [1.68, 5.47, -0.02], [0.52, 5.24, -2.17], [1.65, 3.77, -2.41], [-0.74, 2.96, -0.56], [0.11, 2.13, -1.96], [-1.43, 3.00, -3.64], [-1.74, 4.55, -2.69], [-3.78, 3.56, -2.07], [-2.89, 2.51, -0.84], [-4.65, 1.61, -2.93], [-3.09, 1.56, -3.89], [-5.22, -1.04, -2.90], [-4.74, -4.39, -2.75], [-6.07, -3.35, -1.99], [-4.12, -5.45, -0.61], [-5.97, -5.49, -0.59], [-3.51, -5.46, 1.44], [-5.11, -5.56, 2.36], [-4.63, -3.35, 3.56], [-3.10, -3.06, 2.44], [-3.11, -4.45, 3.63], [-1.24, 0.63, -1.09], [-7.81, -4.56, 2.08], [-8.55, -5.84, 1.84], [-9.81, -5.61, 2.44], [-10.01, -4.26, 2.35], [-11.07, -3.73, 2.51], [-8.86, -3.60, 2.05], [-7.95, -6.87, 2.47], [-7.32, -4.53, 3.06], [-7.07, -4.35, 1.31], [-8.69, -6.08, 0.78], [-10.41, -0.84, 2.62], [-11.28, 0.37, 2.57], [-10.41, 1.41, 2.98], [-9.17, 1.01, 2.59], [-8.22, 1.74, 2.52], [-9.14, -0.32, 2.28], [-12.29, 0.28, 3.47], [-10.37, -1.29, 3.62], [-10.73, -1.60, 1.91], [-11.68, 0.60, 1.58], [-11.13, 1.64, -1.66], [-11.70, 0.91, -2.83], [-11.78, -0.43, -2.37], [-11.96, -0.34, -1.02], [-12.33, -1.24, -0.33], [-11.66, 0.91, -0.56], [-10.86, 0.95, -3.89], [-10.04, 1.59, -1.63], [-11.44, 2.68, -1.63], [-12.69, 1.25, -3.14], [13.34, 1.18, 4.17], [12.62, 0.41, 5.23], [11.36, 0.15, 4.64], [11.60, 0.09, 3.30], [10.84, -0.37, 2.50], [12.81, 0.62, 2.98], [12.42, 1.17, 6.34], [13.12, 2.25, 4.20], [14.42, 1.05, 4.22], [13.10, -0.53, 5.51], [-1.58, -2.59, -4.78], [-0.85, -3.04, -6.01], [-0.54, -1.82, -6.66], [-0.43, -0.90, -5.66], [0.08, 0.17, -5.80], [-0.97, -1.35, -4.49], [-1.66, -3.76, -6.82], [-2.65, -2.43, -4.96], [-1.47, -3.29, -3.95], [0.07, -3.59, -5.81], [-9.89, 4.77, 4.46], [-10.00, 4.29, 5.87], [-11.10, 5.01, 6.37], [-11.90, 5.26, 5.30], [-13.05, 5.60, 5.37], [-11.24, 5.04, 4.12], [-8.90, 4.62, 6.59], [-9.31, 5.70, 4.37], [-9.46, 4.02, 3.79], [-10.19, 3.22, 5.96]], "e_lumo_ev": -1.45, "e_above_lowest_ev": 0.000, "homo_ev": -8.55, "total_energy_ev": -119924.2488, "mol_weight_g_mol": 1125.14, "homo_lumo_gap_ev": 7.1}